(1)
# C5H5N3O2

A structure of composition C5H5N3O2 in a non-equilibrium geometry (ωB97M-V/def2-TZVPD, OMol25).

For the frontier orbital gap, the calculation gives 0.3444 Ha. As for the HOMO energy: -9.649 eV. For the lowest unoccupied orbital energy, the calculation gives -0.28 eV.

Each line ends with the Löwdin charge.
Atoms and positions in Å:
O1 -1.13925 3.79726 0.10970  0.104
C1 -0.70901 2.82092 0.65331  -0.238
N1 -0.46350 1.61241 -0.02068  -0.109
C2 -0.02252 0.45756 0.55226  0.008
C3 0.14162 -0.44673 -0.47096  -0.176
C4 -0.12937 0.30976 -1.65663  -0.064
N2 -0.55084 1.51712 -1.36595  0.121
C5 0.69669 -1.78670 -0.39978  -0.206
N3 1.81331 -2.29620 -0.29337  0.098
H1 -0.37172 2.78101 1.70470  0.142
H2 0.09325 0.35555 1.62742  0.142
H3 -0.05742 -0.01053 -2.69422  0.128
O2 -0.08279 -3.13015 0.56060  -0.199
H4 -0.57199 -2.64151 1.23775  0.031
H5 1.35353 -3.33975 0.45584  0.219


(2)
# C26H32NO4S2Ti

A structure of composition C26H32NO4S2Ti in a non-equilibrium geometry (ωB97M-V/def2-TZVPD, OMol25).

For the frontier orbital gap (alpha / beta), the calculation gives 0.1538 / 0.2243 Ha. As for the HOMO energy (alpha / beta): -2.056 / -3.978 eV. For the lowest unoccupied orbital energy (alpha / beta), the calculation gives 2.13 / 2.13 eV. As for the charge: -1. Its spin multiplicity is 3.

Each line ends with the Löwdin charge.
Atoms and positions in Å:
O1 -2.05202 -0.37053 -3.43521  -0.120
C1 -2.71491 0.38670 -4.48698  -0.163
C2 -1.81174 -0.19325 -5.56967  -0.071
H1 -2.59086 1.44902 -4.22902  0.107
H2 -3.76563 0.07660 -4.61210  0.115
C3 -1.16913 -1.05698 -4.38368  -0.524
H3 -1.09411 0.57697 -5.91931  0.103
H4 -2.24730 -0.77898 -6.37029  0.099
C4 0.33203 -0.84309 -4.22945  -0.020
H5 0.74179 -0.90695 -3.19705  0.075
H6 0.63990 0.03466 -4.80440  0.074
H7 0.84127 -1.66670 -4.70966  0.076
C5 -1.49694 -2.54014 -4.34536  -0.029
H8 -2.55991 -2.66608 -4.07478  0.093
H9 -0.87826 -2.99051 -3.56424  0.084
H10 -1.28836 -2.98347 -5.32828  0.085
Ti1 0.07306 0.33293 1.03791  0.725
C6 -0.68663 -2.19333 1.29326  -0.176
C7 -1.58731 -1.06266 1.53475  -0.275
C8 -2.28723 -0.82279 0.27933  -0.150
H11 -1.93225 -0.74418 2.52254  0.079
C9 -2.03009 -1.94017 -0.56188  -0.158
C10 -1.04472 -2.76547 0.04446  -0.168
H12 -0.65953 -3.69135 -0.39110  0.088
H13 -0.08343 -2.64684 2.07671  0.082
H14 -3.04355 -0.05542 0.11988  0.084
H15 -2.56001 -2.16973 -1.48273  0.071
C11 2.45012 -0.84530 1.13868  -0.100
C12 1.64529 -1.62181 0.25720  -0.119
C13 0.97317 -0.74869 -0.66980  -0.197
H16 1.70306 -2.71528 0.14847  0.119
C14 1.58470 0.55383 -0.48915  -0.236
C15 2.35739 0.52342 0.74002  -0.188
H17 2.84030 1.39568 1.15820  0.094
H18 3.06177 -1.21119 1.95920  0.106
H19 0.18400 -1.00822 -1.36956  0.078
H20 1.64946 1.35468 -1.15810  0.049
O2 -0.36943 2.01855 -0.47320  -0.264
C16 0.00155 2.49423 -1.96039  -0.063
C17 -0.57984 3.88893 -2.16079  -0.157
H21 -0.32058 1.70275 -2.65780  0.114
H22 1.09564 2.53477 -2.07034  0.101
C18 -1.20615 4.26979 -0.81069  -0.150
H23 -1.31789 3.91664 -2.96216  0.101
H24 0.23506 4.58750 -2.43787  0.116
C19 -0.69561 3.24984 0.21426  -0.255
H25 -2.30233 4.22833 -0.80849  0.112
H26 -0.94304 5.28387 -0.49022  0.110
H27 -1.42531 2.99233 0.95902  0.076
H28 0.22727 3.63203 0.68720  0.109
O3 -0.27528 -2.87005 4.23550  -0.325
S1 -0.41858 -1.67018 5.04026  0.646
O4 -1.17438 -1.76445 6.26809  -0.333
N1 -0.85444 -0.34180 4.14556  -0.167
C20 0.16149 0.48661 3.89868  -0.782
S2 0.09550 1.85155 2.84092  0.672
C21 1.40602 0.11715 4.53697  -0.269
C22 2.66440 0.69526 4.39597  -0.064
C23 3.71711 0.16725 5.13154  -0.104
C24 3.50235 -0.90796 6.00273  -0.107
C25 2.24294 -1.53544 6.06870  -0.055
C26 1.20511 -1.00511 5.32168  -0.235
H29 2.74998 1.60017 3.79060  0.088
H30 4.70614 0.63149 5.05977  0.095
H31 4.30979 -1.27296 6.63371  0.086
H32 2.06907 -2.42643 6.67200  0.112


(3)
# C36H35BrN3O3PdS

A structure of composition C36H35BrN3O3PdS (ωB97M-V/def2-TZVPD, OMol25).

For the frontier orbital gap, the calculation gives 0.2823 Ha. As for the HOMO energy: -10.708 eV. For the lowest unoccupied orbital energy, the calculation gives -3.03 eV. As for the charge: +1.

Each line ends with the Löwdin charge.
Atoms and positions in Å:
Pd1 0.08909 0.22252 0.24893  0.867
O1 -2.98233 4.34683 0.62852  0.051
C1 -3.53627 3.16220 1.04787  -0.267
C2 -4.59788 3.11078 1.93493  -0.018
C3 -5.10322 1.87665 2.32212  -0.079
C4 -4.55101 0.70767 1.82579  -0.082
C5 -3.48632 0.77136 0.93436  -0.026
C6 -2.96865 1.99458 0.54351  -0.114
C7 -1.80707 2.09643 -0.42716  -0.382
O2 -1.38628 0.87190 -0.89983  -0.283
N1 -0.68450 2.80621 0.26873  0.045
N2 0.49730 2.13745 0.21339  -0.142
C8 1.62678 2.73964 0.19360  -0.128
C9 2.90610 2.06214 0.24046  -0.579
Br1 2.89809 0.15118 0.33697  0.905
C10 4.08776 2.68797 0.26104  -0.082
C11 4.30423 4.13620 0.12889  -0.233
C12 5.18571 4.76988 1.00681  -0.030
C13 5.41056 6.13223 0.91213  -0.066
C14 4.77824 6.87623 -0.07534  -0.070
C15 3.92703 6.25039 -0.97334  -0.067
C16 3.69111 4.88781 -0.87425  -0.053
H1 -3.50124 5.08392 0.96504  0.113
H2 -5.02936 4.02796 2.31968  0.117
H3 -5.93603 1.83622 3.01140  0.108
H4 -4.95417 -0.25175 2.12101  0.101
H5 -3.04984 -0.12891 0.52002  0.103
H6 -2.09844 2.71638 -1.28645  0.159
H7 -0.62396 3.80539 0.10605  0.136
H8 1.63974 3.82469 0.16714  0.135
H9 4.97576 2.08093 0.40267  0.116
H10 5.68749 4.18948 1.77139  0.118
H11 6.08680 6.61471 1.60486  0.110
H12 4.96253 7.93908 -0.15469  0.110
H13 3.45622 6.82147 -1.76238  0.110
H14 3.05977 4.39744 -1.60538  0.118
O3 -0.54964 -1.71147 0.19495  -0.641
S1 -0.07378 -2.32498 -1.14246  1.007
C17 -0.37534 -4.09853 -0.90700  -0.256
C18 -1.75079 -4.43946 -0.42314  -0.284
C19 -2.67459 -5.01943 -1.28617  -0.050
C20 -3.95415 -5.32302 -0.84490  -0.064
C21 -4.31787 -5.04998 0.46473  -0.071
C22 -3.39600 -4.48584 1.33601  -0.064
C23 -2.11689 -4.18442 0.89651  -0.045
C24 -1.35374 -1.89376 -2.34081  -0.260
C25 -0.90807 -2.30626 -3.71604  -0.286
C26 0.23597 -1.74226 -4.27675  -0.051
C27 0.65584 -2.12178 -5.54150  -0.067
C28 -0.06618 -3.06459 -6.26052  -0.074
C29 -1.21188 -3.62145 -5.71318  -0.066
C30 -1.62863 -3.24627 -4.44397  -0.045
H15 0.40281 -4.40934 -0.20843  0.103
H16 -0.14692 -4.54076 -1.87974  0.107
H17 -2.38357 -5.25442 -2.30268  0.107
H18 -4.66327 -5.78054 -1.52175  0.110
H19 -5.31408 -5.29013 0.81123  0.109
H20 -3.67269 -4.28818 2.36319  0.108
H21 -1.39659 -3.75136 1.57778  0.104
H22 -1.44817 -0.81098 -2.22608  0.078
H23 -2.28754 -2.36368 -2.03108  0.106
H24 0.79386 -0.99584 -3.72176  0.113
H25 1.54398 -1.67708 -5.97021  0.109
H26 0.25980 -3.35765 -7.24942  0.109
H27 -1.78574 -4.34559 -6.27591  0.109
H28 -2.53518 -3.66671 -4.02669  0.106
N3 0.29883 -0.18182 2.70563  0.062
C31 1.55156 -0.62204 3.19962  -0.389
C32 1.93353 -1.94840 3.02456  -0.068
C33 3.20431 -2.35715 3.39538  -0.081
C34 4.10184 -1.45167 3.94568  -0.090
C35 3.70941 -0.13509 4.13580  -0.085
C36 2.43946 0.28231 3.76654  -0.073
H29 -0.03489 0.64831 3.17981  0.103
H30 -0.41340 -0.89976 2.76459  0.093
H31 1.23351 -2.64995 2.58367  0.105
H32 3.49449 -3.39063 3.25823  0.108
H33 5.09205 -1.77377 4.23653  0.105
H34 4.39446 0.57557 4.57950  0.108
H35 2.14010 1.31465 3.91176  0.115


Energy above the lowest of the compared OMol25 structures with the same formula, charge and spin in kcal/mol, matching the order above: 94.5 8.9 21.0